Entry from the Open Molecules 2025 dataset: a cluster of 4 separate species, C54H49FINO9S in total at a distorted geometry (ωB97M-V/def2-TZVPD).

Last column: Löwdin charge in e.
Cartesian coordinates (Å):
1 C -0.55 -5.01 -1.41  -0.174
2 C -1.67 -4.52 -2.32  -0.294
3 C -2.66 -3.50 -1.73  -0.672
4 I -1.81 -2.41 -0.08  1.148
5 N -3.22 -2.57 -2.75  -0.241
6 C -4.19 -1.59 -2.21  -0.243
7 C -3.56 -0.19 -2.17  -0.227
8 C -3.77 0.64 -3.44  -0.186
9 C -2.68 1.74 -3.52  -0.199
10 C -1.73 1.65 -4.70  -0.214
11 C -0.90 0.37 -4.80  -0.197
12 C -0.12 0.34 -6.14  -0.155
13 C -0.54 -0.79 -7.12  -0.215
14 O 0.57 -1.64 -7.39  -0.197
15 C 0.69 -2.69 -6.45  -0.108
16 S -3.81 -3.41 -4.04  0.569
17 O -2.81 -3.66 -5.00  -0.234
18 O -4.52 -4.56 -3.62  -0.228
19 F -4.83 -2.44 -4.70  -0.113
20 H -0.11 -5.88 -1.90  0.076
21 H 0.26 -4.30 -1.31  0.050
22 H -0.91 -5.36 -0.44  0.060
23 H -1.21 -4.17 -3.24  0.101
24 H -2.26 -5.39 -2.57  0.108
25 H -3.49 -4.06 -1.33  0.087
26 H -4.53 -1.87 -1.22  0.094
27 H -5.08 -1.52 -2.83  0.110
28 H -3.83 0.33 -1.26  0.116
29 H -2.49 -0.36 -2.09  0.050
30 H -3.74 -0.01 -4.31  0.099
31 H -4.73 1.14 -3.34  0.109
32 H -2.09 1.68 -2.60  0.105
33 H -3.17 2.71 -3.53  0.104
34 H -1.01 2.47 -4.61  0.106
35 H -2.27 1.78 -5.65  0.115
36 H -0.15 0.41 -4.01  0.110
37 H -1.48 -0.54 -4.66  0.091
38 H -0.32 1.29 -6.64  0.098
39 H 0.95 0.27 -5.98  0.113
40 H -1.40 -1.34 -6.75  0.111
41 H -0.79 -0.33 -8.07  0.115
42 H 0.71 -2.28 -5.44  0.086
43 H -0.11 -3.41 -6.57  0.081
44 H 1.63 -3.19 -6.63  0.086
45 O 0.16 1.12 7.19  0.111
46 C 0.37 1.28 6.00  -0.278
47 C -0.03 0.25 5.01  -0.083
48 C -0.67 -0.91 5.45  0.003
49 C -1.08 -1.86 4.53  -0.054
50 C -0.85 -1.67 3.17  -0.110
51 C -0.20 -0.53 2.73  -0.019
52 C 0.22 0.43 3.65  -0.083
53 C 0.93 1.64 3.16  -0.272
54 O 1.19 1.78 1.98  0.104
55 C 1.31 2.69 4.15  -0.075
56 C 1.94 3.84 3.71  -0.007
57 C 2.28 4.84 4.61  -0.057
58 C 1.97 4.68 5.96  -0.052
59 C 1.35 3.53 6.41  0.001
60 C 1.02 2.52 5.50  -0.080
61 H -0.85 -1.05 6.50  0.123
62 H -1.58 -2.76 4.87  0.114
63 H -1.18 -2.41 2.46  -0.019
64 H -0.02 -0.38 1.68  0.095
65 H 2.17 3.96 2.66  0.091
66 H 2.77 5.74 4.27  0.109
67 H 2.23 5.46 6.67  0.109
68 H 1.12 3.40 7.46  0.122
69 O 0.55 5.05 -3.88  0.101
70 C 0.24 6.03 -3.23  -0.277
71 C -0.40 7.20 -3.89  -0.082
72 C -0.65 7.17 -5.25  -0.002
73 C -1.28 8.24 -5.86  -0.057
74 C -1.65 9.35 -5.12  -0.057
75 C -1.38 9.40 -3.76  -0.002
76 C -0.75 8.33 -3.14  -0.082
77 C -0.45 8.40 -1.68  -0.277
78 O -0.71 9.40 -1.04  0.106
79 C 0.16 7.22 -1.03  -0.083
80 C 0.41 7.25 0.34  0.002
81 C 0.96 6.14 0.97  -0.048
82 C 1.25 4.99 0.24  -0.046
83 C 1.02 4.96 -1.13  0.009
84 C 0.48 6.07 -1.76  -0.081
85 H -0.37 6.30 -5.83  0.120
86 H -1.48 8.21 -6.93  0.107
87 H -2.15 10.18 -5.60  0.107
88 H -1.67 10.26 -3.18  0.120
89 H 0.18 8.14 0.91  0.121
90 H 1.15 6.17 2.03  0.093
91 H 1.67 4.12 0.73  0.081
92 H 1.25 4.07 -1.70  0.122
93 O 0.57 -5.08 4.40  0.100
94 C 1.68 -5.46 4.67  -0.274
95 C 1.97 -6.91 4.85  -0.083
96 C 0.95 -7.84 4.68  -0.003
97 C 1.22 -9.19 4.81  -0.057
98 C 2.51 -9.62 5.10  -0.056
99 C 3.52 -8.70 5.29  -0.001
100 C 3.26 -7.35 5.17  -0.081
101 C 4.37 -6.37 5.39  -0.277
102 O 5.47 -6.74 5.71  0.108
103 C 4.08 -4.92 5.19  -0.082
104 C 5.10 -4.00 5.35  -0.001
105 C 4.85 -2.65 5.14  -0.053
106 C 3.58 -2.22 4.76  -0.049
107 C 2.56 -3.14 4.61  0.008
108 C 2.80 -4.49 4.82  -0.077
109 H -0.05 -7.50 4.44  0.119
110 H 0.42 -9.91 4.67  0.107
111 H 2.71 -10.68 5.19  0.108
112 H 4.53 -9.04 5.52  0.121
113 H 6.09 -4.33 5.64  0.121
114 H 5.65 -1.93 5.26  0.108
115 H 3.40 -1.17 4.58  0.105
116 H 1.57 -2.81 4.31  0.099

Calculated values
- relative energy (zero: lowest compared OMol25 entry of this formula, charge and spin) (kcal/mol) = 12.2
- E (hartree) = -3614.81955
- spin multiplicity = 1
- LUMO energy (Ha) = -0.045
- largest force on an atom (eV/Å) = 2.206
- SMILES string = CC[C@@H](I)N(CCCCCCCCOC)S(=O)(=O)F.O=C1c2ccccc2C(=O)c2ccccc21.O=C1c2ccccc2C(=O)c2ccccc21.O=C1c2ccccc2C(=O)c2ccccc21



Entry from the Open Molecules 2025 dataset: a structure of composition C54H50AsFIrN4O5Si (ωB97M-V/def2-TZVPD).

Last column: Löwdin charge in e.
Cartesian coordinates (Å):
1 Ir -0.81 0.22 0.54  1.264
2 O -0.13 0.36 8.64  0.128
3 C -0.55 -0.48 7.68  -0.477
4 O -0.93 -1.58 7.96  0.128
5 C -0.50 0.01 6.26  -0.125
6 C -1.19 -0.75 5.31  0.009
7 C -1.19 -0.38 3.99  -0.032
8 C -0.48 0.74 3.56  -0.269
9 C 0.19 1.52 4.50  0.012
10 C 0.17 1.15 5.84  -0.007
11 N -0.47 1.08 2.20  -0.163
12 C -0.36 2.48 1.82  -0.336
13 C -0.51 3.16 -0.64  -0.346
14 C -0.19 4.51 -0.55  -0.012
15 C 0.30 5.14 -1.68  -0.031
16 C 0.42 4.43 -2.86  -0.043
17 C 0.05 3.10 -2.85  -0.105
18 N -0.40 2.47 -1.77  0.150
19 H 0.08 1.23 8.28  0.092
20 H -1.72 -1.63 5.64  0.131
21 H -1.78 -0.93 3.27  0.079
22 H 0.78 2.37 4.20  0.107
23 H 0.74 1.76 6.53  0.116
24 H -0.92 3.11 2.52  0.127
25 H -0.31 5.04 0.38  0.107
26 H 0.57 6.19 -1.64  0.118
27 H 0.80 4.89 -3.76  0.109
28 H 0.12 2.49 -3.75  0.110
29 C 0.73 -2.45 -6.50  -0.015
30 C 0.50 -0.95 -6.34  -0.294
31 C 1.50 -0.09 -7.09  -0.128
32 C 2.91 -0.28 -6.54  -0.122
33 C 2.92 -0.10 -5.04  -0.119
34 C 4.09 0.22 -4.38  0.069
35 C 4.09 0.39 -3.00  -0.248
36 F 5.25 0.71 -2.40  0.080
37 C 2.96 0.25 -2.25  0.081
38 C 1.76 -0.08 -2.89  -0.051
39 C 0.54 -0.21 -2.12  -0.299
40 O 0.63 -0.08 -0.86  -0.222
41 C -0.63 -0.54 -2.81  -0.042
42 C -0.57 -0.73 -4.17  0.054
43 N 0.54 -0.60 -4.90  0.036
44 C 1.74 -0.26 -4.28  -0.067
45 C -1.97 -0.76 -2.16  -0.598
46 O -2.85 -1.29 -2.82  0.068
47 O -2.13 -0.37 -0.94  -0.232
48 H 0.68 -2.72 -7.56  0.095
49 H -0.04 -3.01 -5.97  0.084
50 H 1.70 -2.75 -6.11  0.083
51 H -0.51 -0.70 -6.67  0.150
52 H 1.21 0.96 -6.99  0.129
53 H 1.46 -0.34 -8.15  0.128
54 H 3.60 0.42 -6.99  0.127
55 H 3.28 -1.28 -6.79  0.125
56 H 5.01 0.36 -4.93  0.140
57 H 2.99 0.38 -1.17  0.121
58 H -1.47 -1.03 -4.69  0.158
59 C 1.40 -4.15 -2.77  -0.077
60 C 0.03 -4.19 -2.58  -0.065
61 C -0.54 -3.63 -1.45  -0.096
62 C 0.26 -3.02 -0.49  -0.335
63 C 1.64 -2.97 -0.68  -0.098
64 C 2.21 -3.54 -1.82  -0.071
65 As -0.56 -2.12 1.01  1.289
66 C -2.21 -3.08 1.23  -0.374
67 C -3.40 -2.39 1.33  -0.102
68 C -4.59 -3.08 1.52  -0.058
69 C -4.58 -4.47 1.61  -0.063
70 C -3.38 -5.16 1.50  -0.063
71 C -2.19 -4.48 1.31  -0.119
72 C 0.52 -2.53 2.54  -0.362
73 C 0.10 -3.41 3.54  -0.097
74 C 0.89 -3.61 4.66  -0.061
75 C 2.09 -2.93 4.80  -0.062
76 C 2.51 -2.05 3.81  -0.064
77 C 1.73 -1.85 2.69  -0.122
78 H 1.85 -4.60 -3.65  0.105
79 H -0.61 -4.67 -3.32  0.111
80 H -1.62 -3.65 -1.33  0.111
81 H 2.28 -2.49 0.05  0.098
82 H 3.28 -3.50 -1.95  0.110
83 H -3.42 -1.31 1.22  0.068
84 H -5.53 -2.54 1.59  0.111
85 H -5.51 -5.01 1.75  0.110
86 H -3.37 -6.24 1.55  0.111
87 H -1.26 -5.02 1.22  0.115
88 H -0.85 -3.92 3.46  0.098
89 H 0.55 -4.28 5.44  0.115
90 H 2.70 -3.09 5.68  0.111
91 H 3.44 -1.51 3.92  0.109
92 H 2.03 -1.11 1.95  0.091
93 C -3.66 2.55 -0.99  -0.136
94 Si -2.86 2.84 0.66  0.513
95 C -2.96 4.64 1.15  -0.153
96 C -3.59 1.84 2.05  -0.151
97 N -1.06 2.42 0.47  -0.150
98 C 1.06 2.99 1.75  -0.214
99 C 1.39 4.22 2.30  -0.058
100 C 2.68 4.71 2.23  -0.061
101 C 3.67 3.96 1.60  -0.066
102 C 3.35 2.72 1.05  -0.054
103 C 2.06 2.23 1.13  -0.023
104 H -4.74 2.60 -0.86  0.049
105 H -3.40 1.57 -1.39  0.022
106 H -3.37 3.32 -1.71  0.043
107 H -4.00 4.87 1.42  0.048
108 H -2.68 5.31 0.34  0.033
109 H -2.36 4.88 2.03  0.034
110 H -4.67 2.02 2.05  0.051
111 H -3.19 2.14 3.02  0.045
112 H -3.44 0.76 1.95  -0.001
113 H 0.62 4.80 2.80  0.122
114 H 2.93 5.66 2.67  0.110
115 H 4.68 4.34 1.54  0.109
116 H 4.12 2.14 0.57  0.105
117 H 1.81 1.27 0.71  0.077

Calculated values
- relative energy (zero: lowest compared OMol25 entry of this formula, charge and spin) (kcal/mol) = 0.0
- E (hartree) = -5412.43050
- spin multiplicity = 1
- LUMO energy (alpha / beta) (Ha) = -0.106 / -0.106
- largest force on an atom (eV/Å) = 0.703
- net charge = +1